Record 1
Here is a 2-piece molecular cluster, C2H6N2OS overall at a distorted geometry from OMol25. Energies are from ωB97M-V with the def2-TZVPD basis set.

The geometry in XYZ format:
```
12
C2H6N2OS | OMol25 | ωB97M-V with the def2-TZVPD basis set
C 2.216 -0.160 -0.094
C -0.233 1.559 0.316
N 1.646 -0.970 0.552
N -1.327 -1.182 -0.567
O 2.974 0.589 -0.550
S -1.498 0.628 -0.187
H 0.325 1.983 -0.543
H 0.434 1.208 1.151
H -1.643 0.060 1.014
H 0.659 -1.067 0.733
H -1.275 -1.316 -1.597
H -2.278 -1.332 -0.228
```

Charge: 0
Frontier orbital gap, eV: 8.83
HOMO energy, eV: -8.6
DFT total energy, eV: -18030.98606
Relative energy (zero: lowest compared OMol25 entry of this formula, charge and spin), kcal/mol: 88.1

=====

Record 2
Here is C2H6N2OS as an isolated structure at a distorted geometry from OMol25. Energies are from ωB97M-V with the def2-TZVPD basis set.

The geometry in XYZ format:
```
12
C2H6N2OS | OMol25 | ωB97M-V with the def2-TZVPD basis set
C 0.980 1.085 -0.117
C 0.104 -0.231 0.084
H 1.906 0.631 -0.725
H 0.096 1.887 -1.229
H 1.425 2.024 1.102
H -1.364 1.218 0.250
H -3.353 -1.048 1.364
H 2.075 -2.308 -0.346
N -1.262 0.296 -0.054
N 0.369 -1.431 0.130
O 1.809 -1.422 -0.212
S -2.784 -0.702 -0.247
```

Charge: 0
Frontier orbital gap, eV: 9.37
HOMO energy, eV: -9.3
DFT total energy, eV: -18025.57762
Relative energy (zero: lowest compared OMol25 entry of this formula, charge and spin), kcal/mol: 212.8